Entry from OMol25: a structure of composition C26H22InN3O7S2 (wB97M-V/def2-TZVPD).

largest force on an atom: 4.46 eV/A
electronic energy: -2681.47707 hartree
HOMO: -8.19 eV
spin multiplicity: 1

Atoms and positions in Å:
O: 9.941 8.977 15.623
C: 13.001 9.196 15.443
C: 11.341 11.745 15.513
C: 10.715 9.080 7.063
H: 7.760 8.525 14.999
C: 7.366 8.854 14.077
C: 9.458 9.307 17.856
C: 6.681 11.105 9.714
H: 8.940 10.741 16.124
C: 7.764 9.920 12.054
N: 9.933 10.500 11.499
H: 12.672 6.867 8.828
H: 11.638 7.246 6.562
C: 10.349 8.022 17.749
C: 8.084 11.169 9.988
H: 12.685 7.383 13.551
C: 11.065 10.749 16.653
C: 6.346 9.823 11.763
O: 12.550 9.311 14.248
H: 12.396 9.455 17.659
H: 4.776 10.517 10.405
S: 11.112 11.120 10.553
H: 11.166 11.250 17.638
H: 6.314 11.602 8.886
C: 11.988 8.768 9.548
C: 11.470 7.926 7.365
C: 10.614 10.109 8.051
H: 10.014 5.348 10.524
C: 12.070 7.734 8.574
N: 8.251 9.453 13.247
O: 10.510 11.658 14.504
H: 8.717 11.759 9.374
H: 11.399 7.430 15.794
H: 9.770 7.080 17.664
H: 9.124 7.712 11.477
In: 10.702 9.924 13.503
O: 12.248 10.919 11.411
C: 11.832 6.923 12.978
H: 10.261 9.308 6.176
C: 10.006 7.172 11.823
S: 11.869 5.482 12.066
O: 10.813 12.431 10.106
C: 5.494 9.075 12.563
H: 10.154 11.015 7.735
O: 14.001 8.529 15.663
C: 9.738 10.071 16.517
H: 9.729 9.898 18.721
H: 12.579 8.696 10.474
C: 11.234 9.939 9.262
H: 8.367 8.992 17.884
H: 11.056 8.025 18.596
C: 8.620 10.589 11.115
C: 6.021 8.649 13.751
N: 10.831 7.713 12.755
C: 5.862 10.488 10.536
C: 11.033 8.328 16.390
O: 12.136 12.609 15.678
C: 12.098 9.466 16.626
C: 10.406 5.995 11.289
H: 5.431 8.055 14.388
H: 4.438 9.010 12.348

=====

Entry from OMol25: the molecule C25H28N2O2S2 (wB97M-V/def2-TZVPD).

largest force on an atom: 0.65 eV/A
relative energy (zero: lowest compared OMol25 entry of this formula, charge and spin): 9.7 kJ/mol
electronic energy: -2025.85692 hartree
HOMO: -8.87 eV
spin multiplicity: 1
SMILES string: O=C(NC1CCCC1)[C@@H](c1ccsc1)N(CCc1ccccc1)C(=O)Cc1cccs1

Atoms and positions in Å:
C: -1.002 0.836 -4.707
H: 3.378 -0.003 3.533
H: -2.531 6.179 1.599
H: -2.380 -1.111 2.095
H: 3.474 -3.474 4.056
H: 5.711 -0.881 2.397
H: 0.100 0.978 1.957
C: -0.168 -1.635 0.261
H: -0.414 1.457 -1.021
H: -4.817 -1.521 1.200
H: 0.715 3.986 -0.094
H: 1.990 1.603 -1.360
C: -3.896 -1.672 0.674
C: 4.729 -2.839 2.422
H: 2.758 0.453 -2.464
H: -1.744 0.469 -5.388
H: -3.248 4.161 2.825
H: 1.249 1.777 0.873
N: 1.700 -1.968 1.697
H: -1.728 -2.525 -1.927
C: -0.550 2.882 1.234
O: 2.149 -1.480 -1.094
H: 5.218 -1.452 3.995
C: -1.979 5.257 1.496
H: -1.982 2.061 2.591
C: -1.655 -1.780 0.132
C: 3.560 -0.770 2.783
S: -0.122 -0.282 -3.740
H: 1.852 -1.795 3.722
C: -1.671 2.944 2.051
C: 1.815 0.717 -1.973
C: 0.399 -1.647 1.697
C: 2.534 -1.923 2.878
C: -0.629 2.118 -4.474
N: 0.291 -0.410 -0.411
H: 3.478 -0.305 1.799
C: -2.224 -2.222 -1.026
C: -0.157 4.022 0.545
H: 0.811 3.151 -3.171
O: -0.233 -1.364 2.696
C: -2.380 4.124 2.183
C: 0.386 2.217 -3.494
H: 2.893 -4.040 2.485
H: 4.684 -2.835 1.332
C: 3.367 -3.208 3.004
H: -0.545 6.084 0.138
H: -1.452 0.574 0.096
H: -1.057 2.967 -4.975
C: -2.632 -1.458 1.111
C: 0.770 1.009 -3.000
S: -3.936 -2.258 -0.944
H: 5.517 -3.522 2.734
H: 0.304 -2.460 -0.287
H: 2.166 -2.115 0.807
C: 4.937 -1.419 2.941
C: -0.865 5.203 0.676
C: -0.414 0.821 -0.134
C: 0.189 1.587 1.057
C: 1.443 -0.480 -1.109

=====

Entry from OMol25: a cluster of 2 separate species, ClFI2Si in total (wB97M-V/def2-TZVPD).

largest force on an atom: 2.37 eV/A
relative energy (zero: lowest compared OMol25 entry of this formula, charge and spin): 202.6 kJ/mol
electronic energy: -1445.00816 hartree
HOMO (alpha / beta): -10.27 / -8.32 eV
spin multiplicity: 1

Atoms and positions in Å:
F: 1.272 0.979 -2.078
I: -1.031 2.525 -0.225
I: -2.764 -4.421 2.332
Si: 0.573 0.679 -0.676
Cl: 1.950 0.238 0.647

=====

Entry from OMol25: the molecule C5H4O2 (wB97M-V/def2-TZVPD).

largest force on an atom: 1.02 eV/A
relative energy (zero: lowest compared OMol25 entry of this formula, charge and spin): 127.2 kJ/mol
electronic energy: -343.34393 hartree
HOMO: -8.76 eV
spin multiplicity: 1
SMILES string: O=C=C/C=C\C=O

Atoms and positions in Å:
C: -1.220 0.448 0.071
C: 1.726 -0.623 0.337
C: 1.282 0.524 -0.181
H: -0.063 2.179 -0.112
H: -2.146 1.012 0.104
O: 2.301 -1.521 0.789
C: -0.041 1.093 -0.044
H: 2.036 1.068 -0.744
H: -2.090 -1.412 -0.680
O: -0.489 -1.763 0.486
C: -1.295 -1.006 -0.026

=====

Entry from OMol25: a cluster of 7 separate species, C33H39BBrN7 in total (wB97M-V/def2-TZVPD).

largest force on an atom: 1.54 eV/A
electronic energy: -4262.99337 hartree
HOMO: -8.86 eV
spin multiplicity: 1
SMILES string: c1ccncc1.c1ccncc1.c1ccncc1.c1ccncc1.c1ccncc1.c1ccncc1.NCCCBBr

Atoms and positions in Å:
C: -2.646 -4.336 1.211
B: 2.216 0.828 2.241
H: -4.723 -12.238 0.852
N: 3.121 6.494 -1.792
H: -3.507 3.592 -3.721
H: 7.276 2.726 3.063
C: -3.466 -10.890 -0.252
C: -3.992 -8.673 -0.223
C: 1.158 7.291 -0.656
C: 1.695 4.964 -0.603
C: 0.647 5.339 -4.224
N: -2.408 -3.952 -0.050
C: 1.854 5.973 -4.484
H: 1.744 6.421 -7.697
C: 2.297 7.481 -1.424
H: 8.052 2.313 5.398
H: -0.025 5.815 0.366
H: 2.651 -0.746 3.770
H: 1.794 -1.832 0.967
H: -1.031 -1.951 0.754
H: 0.066 -0.865 3.275
H: -0.467 5.304 -7.417
C: 6.918 1.875 3.626
H: -5.114 4.000 -1.858
H: -1.159 4.603 -5.127
C: 7.346 1.642 4.923
C: -3.794 -4.999 1.613
C: 6.859 0.537 5.603
C: -3.354 -4.236 -0.952
C: -5.089 -8.889 0.595
N: -0.655 -1.152 1.264
H: -5.711 -8.063 0.913
N: -3.180 -9.646 -0.650
C: -4.112 3.633 -1.660
H: -0.075 -0.622 0.623
C: 0.854 6.005 -0.238
C: 0.126 -1.596 2.441
C: -0.207 5.092 -5.289
H: -0.653 2.362 -0.761
H: -3.737 -7.676 -0.563
H: -2.789 -11.657 -0.611
H: -3.931 -5.288 2.647
C: 1.401 6.102 -6.718
H: -3.135 -3.917 -1.965
C: -1.952 2.944 -2.377
H: 0.529 8.129 -0.388
H: -5.669 -5.794 0.932
H: 0.381 5.050 -3.216
C: 2.806 5.260 -1.375
C: 6.014 0.988 3.066
C: -5.366 -10.187 0.994
H: 1.883 1.586 3.096
C: -4.537 -4.890 -0.653
H: -0.234 -2.594 2.771
H: 1.985 -2.733 2.519
H: -2.397 2.814 0.964
H: 5.646 1.131 2.054
H: 3.623 -0.895 2.294
H: -5.267 -5.092 -1.426
N: -3.827 3.426 -0.370
C: 5.960 -0.291 4.950
C: 1.651 -1.769 2.064
H: 1.496 3.944 -0.290
C: 2.595 -0.658 2.661
H: 3.495 4.480 -1.681
C: -3.219 3.408 -2.694
C: -2.600 2.976 -0.089
H: 7.169 0.322 6.617
H: 2.565 6.201 -3.683
C: -4.539 -11.212 0.563
Br: 2.309 1.525 0.378
H: 2.578 8.470 -1.769
H: 5.553 -1.168 5.441
C: -4.756 -5.279 0.658
C: -1.632 2.723 -1.048
H: -1.223 2.756 -3.155
N: 5.530 -0.085 3.701
N: 2.240 6.355 -5.709
H: -6.215 -10.398 1.633
C: 0.174 5.480 -6.563
H: -1.866 -4.092 1.924

=====

Entry from OMol25: the molecule C3H5NO3S (wB97M-V/def2-TZVPD).

largest force on an atom: 3.40 eV/A
relative energy (zero: lowest compared OMol25 entry of this formula, charge and spin): 433.1 kJ/mol
electronic energy: -795.83186 hartree
HOMO (alpha / beta): -8.68 / -8.68 eV
spin multiplicity: 1
SMILES string: O=S(=O)=C1NC[C@H]1O

Atoms and positions in Å:
H: -0.022 -2.339 0.429
H: -0.186 2.500 -0.102
H: -0.734 -0.583 2.329
C: -0.087 -0.392 1.478
S: 0.884 -0.160 -1.745
N: -0.184 -1.383 0.392
C: -0.408 -0.513 -0.593
H: 1.022 -0.282 1.609
O: 0.278 1.813 0.417
O: 0.546 1.185 -2.275
C: -0.534 0.656 0.381
H: -1.600 0.732 0.380
O: 1.025 -1.235 -2.701

=====

Entry from OMol25: the molecule C3H10N2S2 (wB97M-V/def2-TZVPD).

largest force on an atom: 2.81 eV/A
relative energy (zero: lowest compared OMol25 entry of this formula, charge and spin): 138.0 kJ/mol
electronic energy: -1026.13351 hartree
HOMO: -8.62 eV
spin multiplicity: 1
SMILES string: NC[C@@H](N)CSS

Atoms and positions in Å:
C: -0.047 -0.270 -0.101
H: -2.349 0.023 -0.806
H: 0.069 -1.186 -0.631
C: -1.240 0.432 -0.810
H: 1.083 1.586 -0.072
N: 1.186 0.507 -0.210
H: -1.452 1.447 -0.275
N: -0.849 0.594 -2.268
C: -0.407 -0.704 1.399
S: 2.399 -0.291 2.911
H: 2.825 0.267 1.777
S: 1.015 -1.653 2.130
H: -0.356 0.151 2.132
H: -1.797 0.400 -2.745
H: 1.622 0.333 -1.167
H: -0.317 -0.271 -2.573
H: -1.386 -1.365 1.309

=====

Entry from OMol25: a structure of composition C37H38Cl3O5P3RuS2 (wB97M-V/def2-TZVPD).

largest force on an atom: 2.17 eV/A
relative energy (zero: lowest compared OMol25 entry of this formula, charge and spin): 236.6 kJ/mol
electronic energy: -5104.80619 hartree
HOMO: -7.46 eV
spin multiplicity: 1

Atoms and positions in Å:
C: 2.390 4.758 2.078
H: -1.513 -3.939 -3.810
C: -4.276 -1.880 4.108
C: -3.087 -4.752 0.177
H: 1.459 -2.173 -0.304
H: 2.782 2.021 4.025
S: -3.769 -1.002 -1.712
O: -1.821 -2.959 -0.746
H: -3.512 -3.725 -1.674
H: -2.409 1.443 -0.667
H: 4.006 6.052 4.761
C: -0.102 1.189 -2.790
C: 2.976 1.153 0.853
H: -2.149 1.454 4.378
C: 0.637 1.153 2.445
C: -1.065 -3.172 -4.447
Cl: -5.025 -2.757 5.422
C: -2.652 -4.073 -1.098
H: -3.610 -4.036 0.815
C: 1.206 0.052 3.096
C: -0.607 -0.010 4.669
H: 2.160 -0.338 2.768
P: -1.962 -1.479 -1.356
H: 0.172 2.853 -5.739
H: -1.040 2.496 2.440
C: -1.297 1.839 -2.250
C: 3.616 -2.149 -3.505
C: -1.779 3.099 -2.949
H: 3.277 -3.862 -0.642
C: 3.531 5.320 4.119
H: 3.046 6.740 2.585
C: 2.316 3.421 2.461
Cl: -1.017 -2.145 1.829
H: -3.769 -5.577 -0.042
Ru: -0.816 -0.221 0.165
H: 4.606 -3.856 -2.789
C: -2.552 -1.619 2.517
H: 2.628 1.506 -2.611
C: 2.849 3.053 3.697
H: 4.091 2.261 -0.613
C: 1.806 -1.133 -2.183
Cl: -4.968 1.474 2.055
H: -5.778 -0.341 4.073
C: 2.999 5.704 2.898
C: 1.792 -2.338 -1.317
H: 1.834 2.555 -1.434
H: 2.697 0.105 0.963
H: -2.557 -1.655 -4.038
H: 1.145 0.983 -4.471
S: 1.179 -3.932 -1.925
O: -1.013 -1.535 -2.668
H: 2.659 -0.229 -3.880
H: 0.018 -3.299 -4.418
H: -1.342 4.427 -4.650
C: -4.861 -0.713 3.636
P: 1.535 2.237 1.297
C: -1.126 3.464 -4.202
H: -2.280 3.846 -2.346
H: -1.026 -1.021 -4.633
H: 3.782 1.351 1.559
C: 0.287 1.482 -4.037
C: -0.263 2.615 -4.777
H: 3.851 3.687 5.480
H: 1.053 -1.374 4.688
P: 0.905 0.340 -1.532
C: 0.593 -0.527 4.195
C: 2.288 1.574 -1.577
C: 3.451 3.990 4.521
O: -2.474 1.828 -2.986
C: 3.783 -3.162 -2.658
C: -0.586 1.635 2.919
O: -2.527 0.186 0.992
H: -1.088 -0.456 5.532
C: 2.870 -3.373 -1.517
C: -1.477 -1.792 -4.001
H: -2.057 -4.740 -1.727
H: -2.621 -3.242 3.925
C: -3.101 -2.346 3.555
H: 1.961 5.066 1.131
C: -3.088 -0.462 1.981
C: 2.630 -1.099 -3.234
H: 4.035 0.536 -0.936
H: 4.285 -2.026 -4.348
C: 3.440 1.385 -0.591
C: -4.265 -0.021 2.600
H: -2.233 -5.152 0.726
H: -1.411 -3.337 -5.471
O: -1.457 1.631 -0.859
C: -1.203 1.062 4.025

=====

Entry from OMol25: the molecule C7H11Cl (wB97M-V/def2-TZVPD).

largest force on an atom: 1.64 eV/A
relative energy (zero: lowest compared OMol25 entry of this formula, charge and spin): 217.6 kJ/mol
electronic energy: -733.41263 hartree
HOMO: -8.89 eV
spin multiplicity: 1
SMILES string: CC1(Cl)[C@@H]2CCC[C@H]21

Atoms and positions in Å:
H: -3.368 0.222 0.575
H: -3.134 -0.951 -0.752
H: -0.719 0.873 1.329
C: -0.400 -0.037 0.796
C: 0.880 0.340 0.095
H: 2.193 1.988 -0.308
H: -0.352 -0.707 -1.219
Cl: 2.092 -0.896 -0.317
C: -2.601 -0.241 -0.049
C: -1.556 -1.033 0.850
H: 0.810 2.388 0.703
H: -1.897 1.831 -0.436
C: -0.396 0.249 -0.701
H: -1.291 -2.018 0.400
H: 2.104 1.507 1.462
C: 1.542 1.633 0.524
H: -1.921 -1.184 1.826
C: -1.782 0.825 -0.891
H: -2.127 0.871 -1.946

=====

Entry from OMol25: a structure of composition C41H42P2TeZn (wB97M-V/def2-TZVPD).

largest force on an atom: 3.41 eV/A
electronic energy: -4317.14270 hartree
HOMO: -5.04 eV
spin multiplicity: 1

Atoms and positions in Å:
C: 5.120 -0.662 0.457
C: -3.953 0.220 -0.479
C: -1.475 -0.646 6.494
C: -0.504 1.895 5.710
H: 0.621 2.186 -5.252
C: 6.137 -1.532 0.858
Te: -1.108 1.702 2.763
C: -1.184 1.054 4.808
H: -0.160 -0.841 2.215
C: -2.682 -2.392 1.767
C: 5.848 -2.833 1.278
C: 3.903 3.428 -1.837
H: 4.389 3.807 -2.745
H: 5.362 0.349 0.125
H: -2.369 -1.598 2.457
P: 2.444 -0.209 -0.361
C: 0.783 1.291 -3.282
H: 4.066 1.355 -2.434
C: 3.771 -1.103 0.447
C: -1.391 1.694 -4.572
C: 3.482 -2.368 1.011
C: -3.825 -4.501 1.344
H: -0.992 -2.243 -3.561
C: -0.274 1.416 7.013
C: -4.435 2.590 -0.823
C: 2.598 2.490 0.451
C: -1.958 0.990 -3.381
H: 2.441 -2.686 1.081
H: -3.859 -5.135 -0.718
C: -1.749 -0.181 5.190
H: -1.107 2.227 -0.740
H: 1.109 -0.173 1.156
H: 0.053 3.238 -3.993
C: -0.713 0.130 7.375
H: -2.552 -3.214 -1.578
C: 4.512 -3.217 1.415
H: 6.645 -3.549 1.502
C: -2.342 -2.299 0.397
C: 2.851 3.856 0.291
H: -2.509 -0.822 -2.427
H: 0.119 -0.281 -5.534
H: -0.348 -2.610 -1.572
H: -0.134 2.861 5.360
H: 0.980 0.305 2.869
C: -1.828 -0.324 -3.138
C: -3.081 2.846 -0.698
C: 1.079 0.033 -3.613
H: 3.676 5.410 -0.957
C: 3.701 2.052 -1.676
Zn: 0.124 1.081 -0.223
C: 3.516 4.331 -0.842
H: -2.342 -0.753 4.471
H: -2.017 2.583 -4.774
C: -3.399 -3.498 2.225
H: -2.667 3.837 -0.851
H: 1.194 1.824 -2.420
H: -1.396 1.084 -5.501
C: -2.556 0.472 -0.410
H: 4.262 -4.208 1.796
H: 2.060 2.148 1.349
C: -3.522 -4.373 -0.019
H: -4.337 -0.804 -0.433
H: -1.740 -1.472 -4.927
H: 7.181 -1.225 0.793
H: 0.868 -1.686 -4.777
C: -2.143 1.824 -0.536
C: 0.081 2.172 -4.281
H: 2.501 4.545 1.064
C: -4.859 1.267 -0.681
H: -1.849 -1.620 6.826
H: 0.258 2.035 7.744
C: 1.379 -1.469 -1.108
H: -0.455 -0.264 8.369
H: 1.995 -0.408 -3.228
P: -1.304 -0.951 -0.159
C: -0.004 -1.707 -1.065
C: 2.993 1.551 -0.548
H: -5.125 3.423 -0.984
H: -4.353 -5.386 1.711
H: -2.654 1.609 -2.796
H: -5.926 1.069 -0.774
H: 1.985 -2.236 -1.622
C: -2.791 -3.285 -0.509
H: -3.640 -3.588 3.288
C: 0.318 0.112 1.990
C: 0.298 -0.780 -4.572
C: -1.093 -1.265 -4.053

=====

Entry from OMol25: the molecule C11H17BF6O3 (wB97M-V/def2-TZVPD).

largest force on an atom: 3.35 eV/A
relative energy (zero: lowest compared OMol25 entry of this formula, charge and spin): 0.0 kJ/mol
electronic energy: -1279.25700 hartree
HOMO: -10.54 eV
spin multiplicity: 1
SMILES string: CCOB1O[C@H](C(C)(C)C)CC(C(F)(F)F)(C(F)(F)F)O1

Atoms and positions in Å:
F: -1.491 0.338 3.445
C: 1.304 0.619 0.514
C: -1.008 -0.361 1.215
H: 3.736 -0.240 1.446
B: -0.841 1.490 -0.411
H: -2.750 -0.156 -1.396
O: 0.507 1.262 -0.495
H: -3.363 0.700 -2.844
C: -3.030 1.973 -1.129
H: 2.404 -1.569 -1.852
O: -1.662 2.143 -1.318
F: -1.037 -1.017 -1.043
C: 0.490 -0.211 1.528
C: -1.228 -1.513 0.176
F: -2.483 -1.962 0.289
H: 0.936 -1.209 1.493
F: -3.128 -0.575 2.239
H: -3.264 2.085 -0.071
C: 3.432 -0.860 0.602
H: 1.815 1.403 1.095
H: 2.407 1.575 -1.559
C: 1.692 -1.124 -1.194
H: 3.770 0.470 -1.849
H: 3.757 1.515 -0.460
F: -1.525 -1.838 3.015
H: -3.491 2.818 -1.675
C: -1.812 -0.616 2.535
H: 3.040 -1.790 1.007
H: 4.276 -1.143 0.008
O: -1.458 0.883 0.642
H: 0.892 -0.653 -1.757
C: 2.389 -0.141 -0.265
H: -4.444 0.421 -1.430
H: 1.238 -1.938 -0.608
C: -3.410 0.650 -1.732
H: 0.564 0.176 2.551
C: 3.128 0.900 -1.091
F: -0.353 -2.501 0.379

=====

Entry from OMol25: the molecule C3H5N3O (wB97M-V/def2-TZVPD).

largest force on an atom: 1.36 eV/A
relative energy (zero: lowest compared OMol25 entry of this formula, charge and spin): 628.3 kJ/mol
electronic energy: -356.61807 hartree
HOMO: -8.99 eV
spin multiplicity: 1

Atoms and positions in Å:
C: -1.962 -0.354 0.094
H: -2.104 -0.642 -0.957
H: -2.636 -0.841 0.768
N: 1.968 0.394 -0.274
O: -2.047 1.007 0.284
H: 2.498 1.169 -0.645
C: 2.351 -0.591 0.481
C: 0.093 -0.459 0.008
H: 3.416 -0.448 0.714
N: -0.667 -1.165 0.620
H: -1.545 1.490 -0.393
N: 0.637 0.440 -0.701

=====

- Which of these has the highest largest force on an atom?
  C26H22InN3O7S2

=====

- What is the formula in the fifth record?
  C33H39BBrN7